Entry a
# C4H11NO2

A cluster of 2 separate species, C4H11NO2 in total (ωB97M-V/def2-TZVPD, the OMol25 dataset).

Geometry as XYZ:
```
18
Properties=species:S:1:pos:R:3:lowdin_charge:R:1
C -0.72 0.03 1.87 -0.115
C 0.63 0.75 1.86 -0.088
C -1.11 -0.48 0.47 -0.383
N -0.70 0.35 -0.63 0.211
C -1.51 0.59 -1.78 0.030
O -1.67 -1.49 0.23 0.229
H -1.53 0.64 2.28 0.136
H -0.66 -0.91 2.41 0.135
H 1.04 0.69 2.87 0.095
H 1.35 0.08 1.36 0.090
H 0.70 1.77 1.52 0.083
H 0.11 0.98 -0.58 0.168
H -2.51 0.94 -1.48 0.146
H -1.72 -0.38 -2.26 0.147
H -0.98 1.21 -2.50 0.117
H 2.86 -0.91 -1.50 0.010
H 3.64 -2.07 -2.23 0.060
O 2.77 -1.78 -1.90 -0.070
```

Total charge: +1
HOMO-LUMO gap (spin up / spin down) (Eh): 0.39953 / 0.21660
Spin multiplicity: 2
Expectation value of S²: 0.759
LUMO energy (spin up / spin down) (eV): -3.70 / -8.68

Entry b
# C4H11NO2

The ion C4H11NO2 with charge +1 (ωB97M-V/def2-TZVPD, the OMol25 dataset).

Geometry as XYZ:
```
18
Properties=species:S:1:pos:R:3:lowdin_charge:R:1
C -0.38 1.00 1.60 0.032
C 0.64 0.39 0.48 -0.205
C 0.64 -1.12 0.75 -0.204
O 1.12 -1.53 2.08 -0.038
N 0.16 0.93 -0.91 0.231
C -0.93 0.08 -1.41 -0.201
O -1.04 0.26 -2.82 0.024
H 0.14 1.06 2.55 0.100
H -1.13 0.25 1.60 0.082
H -0.66 2.06 1.37 0.110
H 1.59 0.82 0.81 0.167
H -0.37 -1.54 0.82 0.124
H 1.26 -1.65 0.06 0.131
H 0.84 -1.03 2.85 0.088
H -0.26 1.76 -0.49 0.144
H -1.91 0.29 -0.99 0.169
H -0.69 -1.00 -1.25 0.141
H -0.13 0.51 -3.05 0.105
```

Total charge: +1
HOMO-LUMO gap (spin up / spin down) (Eh): 0.43337 / 0.19820
Spin multiplicity: 2
Expectation value of S²: 0.756
LUMO energy (spin up / spin down) (eV): -3.20 / -9.56

Entry c
# C4H11NO2

A cluster of 2 separate species, C4H11NO2 in total (ωB97M-V/def2-TZVPD, the OMol25 dataset).

Geometry as XYZ:
```
18
Properties=species:S:1:pos:R:3:lowdin_charge:R:1
C -0.23 2.04 1.48 -0.075
C 0.43 0.99 0.61 -0.246
C -0.36 0.77 -0.68 -0.054
C 0.57 0.02 -1.72 -0.371
N 0.88 -1.30 -1.33 0.336
O 1.11 0.62 -2.57 0.279
H -1.31 2.13 1.35 0.089
H 0.20 3.03 1.32 0.089
H -0.23 1.76 2.53 0.090
H 1.50 1.19 0.47 0.130
H 0.49 0.03 1.13 0.109
H -1.33 0.27 -0.58 0.137
H -0.58 1.69 -1.21 0.141
H 0.11 -1.93 -1.05 0.100
H 1.67 -1.32 -0.69 0.163
H -0.80 -4.01 0.64 0.079
H -1.37 -2.64 0.33 0.064
O -0.74 -3.31 -0.03 -0.059
```

Total charge: +1
HOMO-LUMO gap (spin up / spin down) (Eh): 0.43550 / 0.24470
Spin multiplicity: 2
Expectation value of S²: 0.759
LUMO energy (spin up / spin down) (eV): -4.22 / -9.11

The least stable of them is entry b.

Entry a
# C9H6O2

An isolated molecule of C9H6O2 (ωB97M-V/def2-TZVPD, the OMol25 dataset).

Geometry as XYZ:
```
17
Properties=species:S:1:pos:R:3:lowdin_charge:R:1
C 0.75 -2.47 -0.43 -0.202
C 0.10 -1.42 0.33 -0.186
C -0.73 -1.54 1.44 -0.036
C -1.29 -0.30 1.77 -0.023
C -0.80 0.67 0.81 -0.150
C -0.91 2.09 0.65 0.006
C -0.18 2.66 -0.33 -0.065
C 0.70 0.63 -1.11 0.050
C 0.09 -0.03 -0.07 -0.115
H 0.55 -3.53 -0.11 0.125
H -0.96 -2.49 1.94 0.124
H -1.99 -0.17 2.57 0.094
H -1.45 2.66 1.38 0.118
H -0.09 3.72 -0.52 0.125
H 1.35 0.16 -1.80 0.125
O 1.50 -2.24 -1.41 -0.024
O 0.53 1.97 -1.31 0.034
```

Total charge: 0
HOMO-LUMO gap (Eh): 0.27254
Spin multiplicity: 1
SMILES: O=Cc1ccc2ccocc1-2
LUMO energy (eV): -0.54

Entry b
# C9H6O2

An isolated molecule of C9H6O2 (ωB97M-V/def2-TZVPD, the OMol25 dataset).

Geometry as XYZ:
```
17
Properties=species:S:1:pos:R:3:lowdin_charge:R:1
C 1.67 -1.27 -0.23 -0.235
C 2.46 0.21 0.15 0.000
C 1.43 1.31 -0.08 -0.370
C 0.07 0.66 -0.21 -0.169
C -1.18 1.31 -0.41 -0.040
C -2.36 0.60 -0.14 -0.050
C -2.29 -0.88 0.10 -0.114
C -1.16 -1.55 0.20 -0.028
C 0.11 -0.70 -0.09 -0.023
H 3.49 0.51 -0.28 0.140
H 2.78 0.08 1.19 0.115
H -1.22 2.51 -0.64 0.172
H -3.33 1.25 0.09 0.140
H -3.08 -1.51 0.47 0.096
H -0.94 -2.66 0.10 0.135
O 2.04 -2.37 -0.30 0.129
O 1.51 2.49 0.10 0.102
```

Total charge: 0
HOMO-LUMO gap (Eh): 0.34005
Spin multiplicity: 1
SMILES: O=C1CC(=O)c2ccccc21
LUMO energy (eV): -0.20

Entry c
# C9H6O2

An isolated molecule of C9H6O2 (ωB97M-V/def2-TZVPD, the OMol25 dataset).

Geometry as XYZ:
```
17
Properties=species:S:1:pos:R:3:lowdin_charge:R:1
C 1.28 0.82 2.26 -0.185
C 1.03 0.15 0.99 -0.209
C 1.26 -1.28 0.92 -0.001
C 0.59 -1.83 -0.27 -0.038
C -0.22 -0.83 -0.80 -0.179
C -1.25 -0.70 -1.78 -0.003
C -1.83 0.52 -1.76 -0.071
C -0.34 1.65 -0.40 0.003
C 0.21 0.42 -0.12 -0.156
H 1.57 0.04 3.25 0.175
H 1.66 -2.06 1.73 0.149
H 0.50 -2.89 -0.46 0.098
H -1.75 -1.43 -2.42 0.130
H -2.67 0.96 -2.48 0.171
H -0.03 2.57 0.22 0.175
O 1.36 2.12 2.34 -0.066
O -1.38 1.76 -1.23 0.007
```

Total charge: 0
HOMO-LUMO gap (Eh): 0.28552
Spin multiplicity: 1
SMILES: O=Cc1ccc2ccocc1-2
LUMO energy (eV): -0.51

The least stable of them is entry c.

Entry a
# C4H18NO3

A cluster of 4 separate species, C4H18NO3 in total (ωB97M-V/def2-TZVPD, the OMol25 dataset).

Geometry as XYZ:
```
26
Properties=species:S:1:pos:R:3:lowdin_charge:R:1
C 0.00 0.13 -0.65 -0.161
C 1.19 0.51 0.22 -0.187
C 1.88 -0.50 1.16 -0.212
C 1.17 -1.51 2.12 -0.078
N -1.16 -0.36 0.20 0.148
H 0.28 -0.68 -1.33 0.126
H -0.37 0.97 -1.23 0.119
H 0.88 1.41 0.75 0.109
H 1.97 0.81 -0.49 0.104
H 2.61 0.09 1.72 0.110
H 2.56 -1.11 0.55 0.104
H 0.13 -1.73 1.91 0.042
H 1.77 -2.41 2.13 0.077
H 1.21 -1.10 3.13 0.079
H -0.87 -0.61 1.14 0.110
H -1.79 0.45 0.36 0.108
H -1.67 -1.15 -0.27 0.120
H -3.11 -2.21 -1.92 0.080
H -2.78 -0.70 -2.09 0.067
O -3.01 -1.37 -1.45 -0.032
H 1.31 0.62 -3.22 0.037
H 2.17 1.74 -3.66 0.058
O 1.66 1.46 -2.89 -0.052
H -1.32 2.78 1.33 0.074
H -2.76 2.36 1.47 0.080
O -1.94 2.12 1.01 -0.032
```

Total charge: +1
HOMO-LUMO gap (Eh): 0.43205
Spin multiplicity: 1
LUMO energy (eV): -2.87

Entry b
# C4H18NO3

A cluster of 4 separate species, C4H18NO3 in total (ωB97M-V/def2-TZVPD, the OMol25 dataset).

Geometry as XYZ:
```
26
Properties=species:S:1:pos:R:3:lowdin_charge:R:1
C 0.16 -0.35 0.76 -0.141
C -1.23 -0.58 0.20 -0.197
C -2.36 0.37 0.66 -0.219
C -2.71 1.39 -0.46 -0.105
N 0.77 0.81 0.04 0.179
H 0.11 -0.14 1.83 0.137
H 0.81 -1.21 0.70 0.125
H -1.23 -0.54 -0.90 0.115
H -1.52 -1.60 0.44 0.095
H -3.24 -0.26 0.76 0.107
H -2.12 0.95 1.55 0.108
H -1.97 2.19 -0.60 0.062
H -3.61 1.95 -0.20 0.074
H -2.88 0.87 -1.40 0.074
H 0.19 1.63 0.01 0.141
H 1.01 0.57 -0.92 0.132
H 1.66 1.05 0.47 0.110
H 4.18 0.72 1.25 0.083
H 3.68 -0.62 0.75 0.054
O 3.50 0.31 0.68 -0.042
H -0.32 -4.79 0.90 0.025
H -1.46 -4.20 0.25 0.071
O -0.71 -3.92 0.84 -0.069
H 2.33 2.70 -2.31 0.067
H 1.55 1.90 -3.32 0.076
O 1.55 2.10 -2.36 -0.063
```

Total charge: +1
HOMO-LUMO gap (Eh): 0.43085
Spin multiplicity: 1
LUMO energy (eV): -2.78

The least stable of them is entry a.

Entry a
# CH5NO3

A cluster of 2 separate species, CH5NO3 in total (ωB97M-V/def2-TZVPD, the OMol25 dataset).

Geometry as XYZ:
```
10
Properties=species:S:1:pos:R:3:lowdin_charge:R:1
N 0.31 0.70 -0.88 0.158
C 1.36 0.38 -0.01 -0.651
O 2.22 1.41 0.05 0.122
O 1.39 -0.65 0.59 0.081
H 0.40 1.13 -1.78 0.100
H -0.31 -0.08 -0.88 0.082
H 2.98 1.14 0.54 0.104
H -3.55 -1.43 0.72 0.025
H -2.10 -1.59 1.08 0.045
O -2.71 -1.01 0.57 -0.066
```

Total charge: 0
HOMO-LUMO gap (Eh): 0.40297
Spin multiplicity: 1
SMILES: NC(=O)O.O
LUMO energy (eV): 0.70

Entry b
# CH5NO3

A cluster of 2 separate species, CH5NO3 in total (ωB97M-V/def2-TZVPD, the OMol25 dataset).

Geometry as XYZ:
```
10
Properties=species:S:1:pos:R:3:lowdin_charge:R:1
N -0.05 -0.31 -0.97 0.152
C -0.95 0.06 0.01 -0.640
O -2.24 -0.31 -0.20 0.077
O -0.64 0.37 1.12 0.074
H -0.27 -0.51 -1.91 0.078
H 0.98 0.00 -0.82 0.132
H -2.42 -1.02 -0.91 0.157
H 1.15 0.20 1.31 0.034
H 2.41 1.09 1.44 -0.008
O 2.03 0.45 0.92 -0.057
```

Total charge: 0
HOMO-LUMO gap (Eh): 0.40830
Spin multiplicity: 1
SMILES: NC(=O)O.O
LUMO energy (eV): 0.38

The least stable of them is entry b.